1.
{"formula": "C9H14O", "method": "ωB97M-V/def2-TZVPD", "charge": 0, "homo_ev": -8.458, "homo_lumo_gap_ev": 9.33, "de_lowest_kcal_mol": 24.1, "smiles": "Cc1ccc(O)cc1.CC", "e_lumo_ev": 0.8748, "total_energy_ha": -426.53439, "symbols": ["H", "H", "C", "C", "C", "C", "H", "H", "C", "H", "H", "C", "C", "H", "H", "C", "H", "O", "H", "H", "C", "H", "H", "H"], "xyz": [[-2.29327, 0.89169, 0.74588], [0.25319, -2.61940, 0.71484], [-2.28227, -0.31119, -1.04775], [-1.87161, -0.02045, 0.28273], [2.30320, 2.89088, 0.01097], [-0.45244, -0.48817, 2.29485], [2.40946, 3.39452, 0.95332], [-0.02933, 0.52565, 2.27040], [-0.52499, -1.99805, 0.25243], [1.68336, 1.17977, -0.78855], [-0.29643, -3.09514, -1.53312], [-1.64807, -1.35650, -1.71684], [-0.93535, -0.85331, 0.92293], [0.34724, -1.10657, 2.69089], [3.27859, 0.82239, 0.01172], [2.27449, 1.33265, 0.13557], [3.07879, 3.11832, -0.72366], [-2.12765, -1.73533, -2.96317], [1.43795, 3.17452, -0.56289], [1.85509, 0.95413, 1.07571], [-0.73609, -2.19178, -1.09839], [-1.31074, -0.61545, 2.96542], [-3.08666, 0.20629, -1.48028], [-1.32645, -2.09948, -3.41299]]}

***

2.
{"formula": "C52H99F12N3O23", "method": "ωB97M-V/def2-TZVPD", "charge": 0, "homo_ev": -9.375, "homo_lumo_gap_ev": 9.52, "smiles": "CCOC(=O)C(F)(F)F.CCOC(=O)C(F)(F)F.CCOC(=O)C(F)(F)F.CCOC(=O)C(F)(F)F.COCCOCCOC.COCCOCCOC.COCCOCCOC.COCCOCCOC.COCCOCCOC.CC#N.CC#N.CC#N", "e_lumo_ev": 0.1473, "total_energy_ha": -5133.57854, "symbols": ["C", "C", "H", "H", "H", "H", "H", "O", "H", "H", "H", "H", "O", "H", "C", "H", "C", "H", "H", "O", "H", "O", "O", "F", "C", "H", "C", "C", "C", "O", "C", "C", "C", "C", "C", "O", "H", "C", "H", "C", "F", "C", "C", "H", "H", "C", "H", "H", "H", "H", "H", "H", "H", "H", "H", "O", "C", "H", "H", "O", "H", "H", "C", "C", "H", "C", "H", "C", "H", "H", "C", "C", "H", "F", "C", "H", "F", "F", "F", "H", "C", "N", "H", "O", "H", "N", "O", "H", "O", "H", "H", "C", "F", "H", "O", "C", "H", "H", "O", "H", "C", "H", "C", "C", "H", "N", "H", "H", "H", "F", "O", "O", "H", "H", "C", "C", "H", "H", "H", "C", "H", "H", "O", "F", "H", "H", "H", "O", "C", "C", "H", "C", "C", "H", "H", "C", "H", "H", "C", "H", "H", "H", "C", "C", "H", "H", "H", "H", "F", "O", "C", "H", "H", "H", "H", "H", "O", "C", "O", "F", "H", "H", "H", "C", "C", "H", "C", "H", "H", "H", "C", "H", "H", "F", "C", "H", "H", "O", "H", "H", "H", "H", "C", "H", "H", "C", "O", "H", "H"], "xyz": [[-3.25975, 0.77542, 5.16854], [-5.02495, -9.06817, -4.24772], [6.37801, 2.26392, 5.24985], [7.11568, 4.53099, -2.63247], [-5.60019, -1.48353, 1.07893], [0.59710, 2.56155, -3.21362], [-5.54688, -8.95232, -3.29148], [-3.97025, -0.13111, 3.03517], [-3.07077, 3.98714, 4.69246], [0.22053, -7.50729, -5.32559], [-6.11777, 0.26205, -1.22900], [5.50569, -9.67825, -1.67831], [0.79013, 6.03204, 4.66619], [6.02718, 2.67099, 0.08149], [2.65270, -7.40328, 0.80145], [1.74944, 5.11205, 0.31246], [2.60550, -6.09352, 1.53770], [-3.12876, 2.11893, 0.53910], [3.38957, -6.15331, 2.30279], [3.99434, -7.63281, 0.39770], [-5.51111, 3.44535, -2.31650], [5.39266, 5.69462, -2.59672], [-5.36886, -8.05530, -5.14925], [-1.08096, 8.30867, 3.04642], [1.04119, -1.11873, 3.24956], [4.72711, 0.71028, 4.32406], [-4.89500, 2.83450, -2.98342], [-3.66161, 2.72730, -0.20540], [0.16051, 0.66195, -0.41718], [-0.58051, -3.77250, -3.52296], [-3.05666, 2.34608, -1.55926], [1.46812, 2.93859, -5.15898], [4.61581, 1.77523, 4.12126], [-1.11956, -3.58245, -4.57749], [6.54760, 6.01665, 4.27069], [2.77693, -5.02761, 0.64196], [8.30923, -9.67800, 0.36498], [-4.89777, -0.66278, 0.91222], [-5.08062, -0.59073, -2.39932], [0.48759, 4.50048, -1.31755], [0.14623, -1.00115, -2.09737], [1.95165, -1.67530, 4.26474], [-4.07504, 6.02240, 1.28992], [3.01876, 5.59642, 5.88595], [1.41179, -0.13524, 2.97526], [-6.69647, -7.61638, -5.02310], [-3.37958, 4.13890, 2.08435], [4.50428, 2.94538, -0.85432], [0.67534, 3.41902, -1.32948], [1.00217, -5.87479, -5.31831], [0.88697, -1.80610, 2.42435], [-2.42026, -0.98168, 4.12874], [-4.99323, 3.94062, 1.45849], [3.54142, 1.96291, 4.04216], [1.74808, 2.51539, 0.85783], [2.96635, 4.82459, -1.28194], [-3.69993, -3.77461, -1.13752], [1.44835, 2.00685, 2.47155], [-0.33313, 4.68891, -0.61713], [-3.57767, 4.10140, 0.01691], [-5.00275, 6.29850, 0.77638], [-0.71950, 3.03145, 0.48904], [-0.18272, 6.26892, 3.77548], [7.71563, -9.12118, -0.35621], [-4.31766, -3.35657, -0.34423], [-0.96978, 7.52651, 4.11549], [1.66257, -5.98227, 2.08756], [-2.88426, -5.83752, -2.02502], [-0.49042, 3.24777, -3.32886], [-2.10127, 0.53151, 3.35055], [-0.79624, 4.29985, -3.24194], [1.72062, 5.21351, -0.77408], [-7.38926, -8.45608, -5.18119], [0.75078, -1.58451, -0.09220], [-0.35308, 2.31415, 1.22172], [8.04597, -8.11672, -0.62554], [-2.46288, -1.65343, -4.33692], [-2.19326, 7.19582, 4.55026], [-0.40404, 8.24584, 5.09543], [-1.97686, 2.49110, -1.54740], [5.33872, 2.59370, 5.16720], [4.49041, 4.86848, 1.70849], [-5.04727, 6.82586, 4.30793], [-4.50527, -0.62184, -0.46029], [-1.94729, -6.44328, -5.61100], [1.88068, 3.68545, -5.92552], [-0.46940, 5.57479, 2.84595], [3.43549, -8.45161, -1.43179], [5.40163, 3.97261, 4.82415], [4.93518, 2.42876, 6.16658], [-1.90156, 2.79106, 4.00337], [3.06112, 4.97389, -2.69867], [6.40070, 6.49776, 3.04304], [4.79026, 3.71776, -2.95137], [-3.64352, -5.17541, -1.04467], [-1.14300, -5.84056, -5.19001], [1.13528, 3.66972, 2.05101], [-5.19811, 1.78952, -3.10015], [-3.14487, -7.58748, -3.61435], [3.66357, -9.60156, -0.12957], [0.16093, -6.47669, -5.66442], [1.51957, 6.28269, -0.91710], [1.04775, 2.64936, 1.68405], [-3.39679, -7.25371, -2.25075], [-4.15047, 0.26806, 5.55404], [2.61068, -2.15140, 5.07393], [4.55059, 4.84306, -4.22100], [2.41574, 4.92673, 3.79198], [-6.14295, 6.57012, 2.88753], [7.72383, 6.37638, 4.75116], [7.34385, 3.84360, 3.71362], [6.36661, -9.15143, 0.05821], [-1.79918, 4.25391, -2.80018], [2.41693, 4.23169, -3.17401], [-3.51790, -8.89828, -3.98122], [0.99877, 2.05338, -4.09022], [7.33198, 6.25488, -2.37728], [-3.22654, 6.41264, 0.73563], [-2.90397, -9.12117, -4.85423], [6.47441, 4.48118, 4.22778], [-3.21743, -9.59487, -3.18919], [-4.20094, -3.55352, -2.08925], [-3.52943, 2.99282, -2.72913], [-1.34929, -1.11431, -0.56372], [1.64064, -3.73302, 1.63777], [6.93484, 5.64286, -3.99490], [-5.19283, -10.07507, -4.64347], [0.21468, 5.04302, -2.59625], [-4.06316, 4.49589, 1.30235], [2.66063, -3.75034, 1.23188], [2.71764, 5.97457, -2.97438], [1.61835, 4.88053, 4.54957], [-2.88186, -0.00756, 3.91175], [1.92264, -7.35132, -0.01546], [-7.04967, -6.85428, -5.71283], [4.48113, 4.75603, -3.12940], [-6.24294, -1.48998, -1.41398], [-4.48062, -7.32978, -2.13055], [2.37354, 4.71818, 5.84742], [-2.52791, 0.63525, 5.96800], [-2.02635, 2.98722, 5.76210], [1.82581, 1.45205, -3.71168], [-5.19646, 6.30131, 3.36158], [4.05609, -8.66752, -0.55297], [7.86338, -9.72316, -1.26586], [0.18257, -6.45774, -6.75518], [4.51837, 1.99876, 0.66763], [5.01407, 2.05301, 3.14367], [-0.40236, -1.31552, -4.69378], [-0.46468, 0.96221, 0.70359], [5.49880, -8.80712, -1.01126], [-5.28511, 5.27185, 3.73973], [2.71214, -2.95415, 0.49422], [-5.07776, 3.26883, -3.97137], [-3.29163, -1.62803, 1.89049], [-6.89603, -7.30925, -3.98959], [-1.36865, -4.47114, -5.50518], [-0.07012, -0.81607, -0.81474], [0.87324, 1.37189, -1.06383], [-1.66758, -2.08989, -6.32799], [0.09475, -1.02916, 3.78701], [1.66940, 4.82422, 6.67715], [1.18402, 3.97571, 4.11431], [6.74505, 5.52017, -2.92377], [4.69600, 4.00021, 0.98424], [-1.28706, -5.95745, -4.11927], [-5.53763, -0.65326, -1.41316], [0.21115, 1.33168, -4.30738], [-3.02996, -5.29917, -2.96859], [-5.54238, 0.22053, 1.02443], [-1.40887, -2.12693, -5.03041], [-4.66669, 2.28738, -0.14115], [3.41921, -3.63122, 2.00907], [5.51741, 6.48311, 4.99233], [4.95258, 2.84269, 0.12691], [-1.01791, 4.74266, -4.21255], [-2.92911, -7.90846, -1.50846], [-3.65459, 2.06652, 4.77331], [-3.21033, 1.26919, -1.69466], [-2.83187, -0.02761, 1.27680], [2.38579, -8.26147, 1.42870], [-1.05988, 2.31002, 2.04981], [-2.58434, 3.02451, 4.82494], [-2.72829, -3.27425, -1.10175], [2.93450, 3.80180, 5.99571], [-3.63638, -0.59267, 1.75514], [-4.03783, 6.52249, 2.61001], [-1.81983, -5.87014, -1.77937], [5.83248, -7.90365, -1.52520]]}

***

3.
{"formula": "C10H13IrN2O6", "method": "ωB97M-V/def2-TZVPD", "charge": 2, "homo_ev": [-14.288, -17.310], "homo_lumo_gap_ev": [7.83, 6.00], "spin_multiplicity": 5, "de_lowest_kcal_mol": 0.0, "e_lumo_ev": [-6.4585, -11.3099], "total_energy_ha": -1053.37222, "symbols": ["O", "O", "H", "H", "O", "N", "H", "H", "H", "C", "H", "C", "H", "C", "Ir", "N", "C", "H", "C", "H", "H", "C", "C", "C", "H", "C", "H", "O", "C", "O", "H", "O"], "xyz": [[-0.32909, 0.90044, -0.42132], [-1.62065, -3.19133, -1.56284], [0.26500, -3.18989, -2.43343], [0.46138, -0.98501, 2.78903], [1.65597, -2.09010, -0.86633], [0.76594, 0.73353, 1.58356], [-2.33780, -0.98466, -0.23004], [-1.33325, 1.21027, 3.16911], [-3.44665, -0.49263, 1.06957], [1.25561, -1.22068, -1.52217], [-1.63776, -0.53686, 3.38483], [0.99848, -0.02950, 2.80041], [-2.88687, 0.70697, -0.12079], [-2.59783, -0.17497, 0.46241], [0.69941, 0.20220, -2.73964], [-1.49730, 0.10268, 1.36391], [-0.34724, 0.58642, 0.79594], [0.70509, 0.53288, 3.69606], [2.32860, 1.23630, -2.58735], [2.07309, -0.22688, 2.88245], [1.60703, 2.21694, 0.37523], [-1.85099, 0.33747, 2.75585], [1.92597, 1.39074, 1.01970], [-0.42682, 1.74158, -3.31187], [2.54034, 1.79062, 1.83479], [0.93569, -0.89074, -4.25604], [2.54069, 0.69334, 0.42751], [3.28792, 1.87602, -2.47738], [-0.64916, -3.75030, -1.89465], [-1.24138, 2.51591, -3.58066], [-2.92843, 0.51911, 2.81114], [1.08500, -1.52986, -5.21698]]}